(1)
This record from the Open Molecules 2025 dataset describes an isolated ion of composition C5H11OS and charge +1 in a non-equilibrium geometry. The level of theory is ωB97M-V with the def2-TZVPD basis set.

For the energy relative to the best compared isomer or geometry (same formula, charge and spin), the calculation gives 249.3 kJ/mol. The LUMO energy is -4.153 eV. As for the net charge: +1.

```
18
C5H11OS | the Open Molecules 2025 dataset | ωB97M-V with the def2-TZVPD basis set
C -1.0975 1.2188 -0.5011
C -1.2903 0.3032 0.7315
C 0.1803 0.9318 -1.2322
C 0.0603 0.1142 1.4377
C 1.5502 -1.5869 -0.2975
O 2.8260 0.9330 0.2755
S 1.3002 0.1766 0.0900
H -1.8757 1.3807 -1.2757
H -0.9059 2.1757 0.0656
H -2.1066 0.6281 1.3027
H -1.5364 -0.7117 0.2182
H -0.0437 0.3426 -2.1290
H 0.7120 1.7799 -1.5998
H 0.2931 0.8564 2.2606
H 0.2134 -0.8361 1.8946
H 2.4340 -1.8902 0.2141
H 1.5138 -1.5875 -1.4859
H 0.8077 -2.2835 0.0487
```

These are the Mulliken partial charges, in e, on atoms 1 to 6: -0.599, -0.563, -0.617, -0.665, -0.978, -0.560



(2)
This record from the Open Molecules 2025 dataset describes a 2-piece molecular cluster, C5H11PS overall in a non-equilibrium geometry. The level of theory is ωB97M-V with the def2-TZVPD basis set.

For the energy relative to the best compared isomer or geometry (same formula, charge and spin), the calculation gives 344.8 kJ/mol. The LUMO energy is -0.584 eV.

```
18
C5H11PS | the Open Molecules 2025 dataset | ωB97M-V with the def2-TZVPD basis set
C -0.4578 0.7213 -2.3947
C -1.1215 0.6147 -1.0471
C -0.3095 -0.2626 -0.1255
P -0.8960 -0.9016 1.3507
C 0.4541 -2.2493 1.5635
H 0.6055 0.7521 -2.2951
H -0.7961 1.6034 -2.8245
H -0.5649 -0.1994 -2.9471
H -2.1872 0.2498 -1.3461
H -1.1904 1.5684 -0.4846
H 0.7012 -0.7106 -0.5153
H -0.0926 -3.2474 1.4827
H 0.8221 -2.1147 2.6287
H 1.2447 -2.0745 0.7520
C 0.9656 1.5992 1.4039
S 0.8725 0.9821 2.8773
H 1.1348 2.6441 1.3890
H 0.8155 1.0248 0.5322
```

These are the Mulliken partial charges, in e, on atoms 1 to 6: -1.354, -0.023, -0.867, 0.029, -0.824, 0.364



(3)
This record from the Open Molecules 2025 dataset describes one molecule with the formula C5H11PS in a non-equilibrium geometry. The level of theory is ωB97M-V with the def2-TZVPD basis set.

For the energy relative to the best compared isomer or geometry (same formula, charge and spin), the calculation gives 213.7 kJ/mol. The LUMO energy is -0.599 eV.

```
18
C5H11PS | the Open Molecules 2025 dataset | ωB97M-V with the def2-TZVPD basis set
C 1.9662 -0.0075 -0.7694
C 1.0830 1.1558 -0.1859
C -0.2679 0.5281 0.0927
C -1.4313 1.4177 0.4405
S -2.9739 0.6116 -0.0084
P -0.9739 -0.7703 -1.0042
C -0.7887 -2.2602 0.1844
H 1.7602 -0.7148 0.0582
H 2.9956 0.1614 -0.8138
H 1.5023 -0.2983 -1.7314
H 1.2299 2.0977 -0.7659
H 1.3952 1.5556 0.8405
H -0.0639 0.0424 1.0378
H -1.3473 1.7930 1.4227
H -1.4370 2.3495 -0.2060
H -1.9303 -2.5083 0.3144
H -0.4195 -1.9566 1.2026
H -0.2986 -3.1967 -0.1089
```

These are the Mulliken partial charges, in e, on atoms 1 to 6: -1.084, -0.345, -0.099, -0.613, -0.321, 0.025



Gap between HOMO and LUMO (computed, eV): 11.155 7.618 7.674